(1)
82
Properties=species:S:1:pos:R:3 method="wB97M-V/def2-TZVPD" charge=-2 homo_energy_ha="-0.058 / -0.062" spin_multiplicity=2 homo_lumo_gap_ev="5.296 / 5.403"
Ir -0.003 -0.527 0.120
As -0.237 2.678 4.420
S 0.828 1.551 1.426
S -1.567 2.111 5.988
S 0.064 0.787 3.087
S 1.674 3.096 5.285
S -2.834 -2.168 1.407
O -1.627 -1.324 1.498
O 4.740 -4.150 2.298
O 2.376 -1.217 -0.466
O 1.007 -2.093 3.722
O -3.474 -2.206 0.102
O -2.666 -3.480 2.011
N -2.553 -0.021 -1.647
N -1.454 -2.201 -2.191
N -0.441 -0.027 -3.001
N 1.682 -1.577 1.601
N -0.730 -2.345 -1.075
N -1.942 0.638 -0.652
N 0.400 0.348 -2.027
N 2.836 -3.138 2.921
C -2.874 1.270 0.055
C -3.978 -1.296 2.520
C 0.051 0.368 -4.193
C 4.497 -3.048 -0.313
C 3.965 -2.323 0.938
C -3.884 0.144 -1.554
C 4.998 -1.239 1.340
C 1.244 1.026 -3.962
C -1.509 -4.336 -1.648
C 2.563 1.558 -1.808
C 2.613 -1.681 0.654
C -0.756 -3.617 -0.714
C 1.423 0.988 -2.575
C 4.604 -0.406 2.554
C 3.887 -3.303 2.093
C -0.082 -4.148 0.496
C 1.754 -2.199 2.781
C -2.564 2.167 1.200
C -2.806 -3.629 -3.758
C 3.544 -4.118 -0.837
C -0.584 0.140 -5.522
C -4.872 -0.552 -2.417
C -4.131 0.988 -0.488
C -1.947 -3.399 -2.563
B -1.760 -0.790 -2.719
H 0.884 -3.670 0.633
H -3.798 -3.210 -3.603
H -2.575 1.609 2.137
H -3.307 2.962 1.269
H -2.386 -0.842 -3.728
H -1.572 2.601 1.078
H 3.740 0.217 2.335
H -3.454 -1.216 3.460
H 5.446 -3.524 -0.045
H -4.562 -0.535 -3.458
H -4.929 -1.586 -2.079
H -1.564 0.610 -5.573
H 2.449 1.304 -0.759
H 0.054 0.569 -6.294
H 0.038 -5.229 0.420
H 2.604 -3.686 -1.174
H 4.370 -1.040 3.407
H -5.086 1.339 -0.143
H 5.433 0.243 2.832
H -0.708 -3.919 1.360
H 2.799 -3.722 3.749
H 5.940 -1.762 1.540
H -4.881 -1.880 2.622
H -5.852 -0.089 -2.322
H 5.150 -0.578 0.482
H -4.183 -0.326 2.094
H 3.331 -4.834 -0.047
H 1.895 1.462 -4.697
H 2.600 2.643 -1.913
H 3.995 -4.656 -1.671
H 4.684 -2.303 -1.088
H 3.501 1.145 -2.180
H -0.707 -0.924 -5.715
H -2.385 -3.166 -4.647
H -1.718 -5.389 -1.617
H -2.895 -4.699 -3.927

***

(2)
74
Properties=species:S:1:pos:R:3 method="wB97M-V/def2-TZVPD" e_above_lowest_kj_mol=3.21 charge=+2 homo_energy_ha="-0.535 / -0.531" spin_multiplicity=5 homo_lumo_gap_ev="8.636 / 5.815"
Ru 0.291 0.361 -0.311
O -0.813 2.047 -2.402
O 3.139 0.311 -1.185
O -0.437 -0.946 -1.643
N 1.212 -1.191 0.885
N 0.956 2.455 -3.797
N -1.276 -0.032 2.159
N 1.197 1.224 -1.826
N -1.424 0.172 0.818
N 0.897 1.688 1.025
N -1.844 -2.275 -2.740
N 0.983 -1.152 2.229
N 0.783 1.343 2.350
C 1.265 2.304 4.587
C 1.627 3.387 2.254
C -1.182 -1.993 -1.647
C -1.265 -2.887 -0.451
C -2.597 -3.528 -2.884
C 1.989 -2.256 0.630
C 3.109 1.560 -3.227
C -2.484 -0.202 2.714
C 2.562 0.966 -2.032
C -2.740 0.152 0.531
C -3.437 -0.094 1.703
C 1.574 -2.408 4.295
C 0.373 1.925 -2.681
C 2.302 2.269 -4.034
C 1.611 -2.178 2.824
C -2.682 -0.440 4.169
C 1.628 3.748 -0.273
C 2.468 -2.617 -0.732
C 0.114 3.252 -4.695
C 1.228 2.349 3.103
C 2.253 -2.906 1.831
C 1.399 2.961 0.968
C -3.286 0.383 -0.837
C -1.831 -1.369 -3.892
B 0.139 -0.004 2.791
H -2.541 0.808 -1.509
H 2.081 -1.601 4.824
H 3.479 -2.240 -0.882
H 1.673 3.234 4.974
H 2.079 -3.340 4.536
H -2.360 0.423 4.752
H -2.832 -1.350 -4.318
H 0.725 3.803 -0.883
H -2.114 -1.306 4.508
H 4.157 1.428 -3.444
H -1.129 -1.730 -4.643
H -4.505 -0.163 1.818
H -2.033 -4.364 -2.480
H 0.067 -0.052 3.975
H 2.667 2.742 -4.936
H 0.266 2.166 5.000
H -3.564 -3.454 -2.386
H -0.774 2.686 -4.964
H 2.019 4.343 2.552
H 2.492 -3.700 -0.846
H 1.902 4.762 0.008
H -2.236 -3.365 -0.355
H 0.552 -2.466 4.665
H -2.759 -3.702 -3.943
H 1.889 1.481 4.933
H 2.848 -3.793 1.969
H 1.845 -2.183 -1.512
H -0.504 -3.667 -0.541
H -3.673 -0.548 -1.258
H -1.049 -2.311 0.443
H 0.685 3.481 -5.590
H -0.190 4.175 -4.206
H -4.123 1.076 -0.779
H -3.735 -0.617 4.374
H 2.447 3.335 -0.862
H -1.554 -0.370 -3.572

***

(3)
73
Properties=species:S:1:pos:R:3 method="wB97M-V/def2-TZVPD" e_above_lowest_kj_mol=0.00 homo_energy_ha=-0.338 homo_lumo_gap_ev=8.357
Br -3.033 -0.496 -8.482
S 0.832 -3.590 -6.022
O 3.181 -1.165 -5.456
O 0.188 -3.131 -2.821
O -2.517 -2.067 2.257
O -1.063 3.763 5.347
O 1.598 0.650 0.943
O 4.062 0.358 -4.137
O 0.442 2.778 4.100
O -2.051 -1.009 4.104
O -3.643 -0.690 -2.704
O 0.450 0.810 -0.915
N -1.891 -2.186 -2.390
C 2.083 -0.908 -3.368
C -2.570 -2.070 3.458
C 3.931 1.178 -2.968
C 0.041 3.801 4.874
C -1.188 -2.259 -4.623
C -0.742 0.555 -1.676
C -2.761 -1.369 -3.152
C -0.826 -2.645 -3.233
C -0.719 0.182 1.178
C -1.155 -2.003 -6.985
C -2.169 -0.808 5.517
C 2.842 2.321 4.243
C 3.137 -0.578 -4.405
C 0.999 4.930 5.181
C -0.577 -2.551 -5.842
C -1.743 1.685 -1.577
C 1.686 2.774 3.378
C -3.132 -3.233 4.240
C 0.523 0.539 0.408
C -1.098 -1.546 6.291
C -2.325 -1.464 -4.567
C -2.906 -0.906 -5.685
C -2.298 -1.203 -6.896
C 4.488 0.521 -1.727
H 1.870 3.748 2.923
H 4.374 1.197 -0.880
H -3.954 -3.654 3.669
H 3.965 -0.405 -1.489
H -1.179 -1.318 7.354
H 0.418 5.843 5.279
H 1.168 -1.171 -3.894
H -2.602 1.480 -2.216
H 1.526 2.059 2.575
H 5.546 0.289 -1.855
H -3.491 -2.976 5.233
H -2.352 -3.988 4.333
H -3.174 -1.063 5.856
H -1.176 -0.404 -1.392
H 1.862 -0.110 -2.665
H 3.752 2.263 3.645
H -0.388 0.456 -2.702
H 3.022 3.001 5.077
H -2.101 1.815 -0.556
H 2.887 1.464 -2.836
H -0.717 -2.216 -7.950
H -1.180 -2.626 6.166
H -0.111 -1.242 5.944
H 2.413 -1.782 -2.807
H 4.482 2.088 -3.198
H -0.452 -0.507 1.971
H -2.313 -2.882 -1.791
H -1.507 -0.278 0.593
H 1.476 4.721 6.139
H -2.053 0.267 5.643
H -3.788 -0.288 -5.610
H -1.286 2.622 -1.896
H 1.680 -2.882 -5.270
H 2.634 1.333 4.653
H -1.101 1.096 1.636
H 1.770 5.085 4.432

***

(4)
93
Properties=species:S:1:pos:R:3 method="wB97M-V/def2-TZVPD" charge=-1 homo_energy_ha=-0.329 homo_lumo_gap_ev=9.939
P -16.125 0.640 13.498
P -13.421 -2.814 9.789
Na -15.939 -1.758 11.482
F -16.016 2.224 13.246
F -14.796 0.256 12.619
F -14.940 -2.558 9.297
F -12.787 -1.790 8.695
F -17.451 0.869 14.392
F -13.346 -4.039 8.761
F -16.326 -0.956 13.831
F -17.090 0.392 12.175
F -15.239 0.772 14.835
F -13.561 -1.531 10.788
F -11.897 -3.097 10.355
F -13.920 -3.782 10.990
O -15.918 -8.007 9.847
O -13.339 -2.411 15.351
O -8.015 -0.391 9.355
O -8.486 -6.008 6.222
O -10.632 -7.407 10.580
O -6.987 -0.005 7.385
O -9.033 -0.910 7.469
O -8.777 -6.239 10.919
O -14.856 -9.936 10.092
O -13.747 -4.398 16.338
O -12.654 -2.888 4.494
O -14.628 -3.643 5.124
O -9.590 -4.658 4.857
O -7.606 -5.414 4.218
O -14.863 -8.386 11.744
O -13.254 -4.985 3.927
O -8.782 -8.002 9.515
O -12.358 -4.239 14.578
C -11.041 -6.343 11.442
C -13.170 -1.792 5.278
C -12.728 -2.018 14.120
C -15.483 -7.081 11.832
C -10.455 -4.844 5.956
C -15.173 -8.868 10.546
C -15.728 -6.655 10.360
C -8.476 -5.383 5.023
C -16.995 -5.879 10.174
C -13.221 -0.502 4.440
C -13.506 -3.942 4.434
C -9.732 -5.590 11.757
C -7.928 -0.370 8.011
C -9.347 -7.255 10.254
C -9.577 -5.520 7.007
C -13.205 -3.746 15.500
C -11.721 -6.974 12.663
C -11.872 -0.775 14.440
C -14.484 -2.387 5.726
C -9.171 -1.117 9.768
C -11.902 -3.231 13.685
C -9.052 -4.536 8.072
C -9.994 -1.151 8.468
C -9.852 -0.361 10.922
H -9.620 0.706 10.951
H -14.199 -0.474 3.954
H -10.963 -1.095 14.945
H -17.460 -6.126 9.218
H -10.935 -0.403 10.788
H -11.301 -5.459 5.641
H -11.754 -5.691 10.934
H -9.934 -6.387 7.562
H -9.809 -4.538 11.476
H -8.928 -2.096 10.187
H -10.830 -3.030 13.726
H -10.784 -0.396 8.443
H -14.775 -6.428 12.345
H -13.023 0.364 5.060
H -9.429 -5.671 12.802
H -16.776 -4.813 10.201
H -8.193 -4.955 8.594
H -12.494 -0.060 14.976
H -11.829 -6.269 13.492
H -12.531 -0.658 3.611
H -12.549 -1.642 6.161
H -10.551 -2.084 8.461
H -9.789 -4.336 8.857
H -12.133 -3.477 12.650
H -15.319 -1.733 5.458
H -16.404 -7.108 12.408
H -9.521 -0.731 11.891
H -8.825 -3.583 7.588
H -11.167 -7.818 13.073
H -12.723 -7.323 12.420
H -17.760 -6.090 10.922
H -11.616 -0.233 13.526
H -10.881 -3.931 6.375
H -13.490 -1.686 13.416
H -14.890 -6.206 9.827
H -14.488 -2.478 6.812

***

(5)
93
Properties=species:S:1:pos:R:3 method="wB97M-V/def2-TZVPD" charge=-1 homo_energy_ha=-0.133 homo_lumo_gap_ev=5.438
P -0.960 4.749 -2.997
F -0.117 -7.077 8.989
F 2.303 -3.118 -10.833
F 0.402 -6.485 -4.779
F 0.354 -5.855 7.261
F 1.849 -6.186 8.802
F 0.836 -2.882 -12.417
F -2.368 2.438 5.277
F 0.171 4.823 -1.665
F 1.913 -5.266 -3.817
F 0.095 -5.775 -2.751
F -3.170 4.318 4.561
F 1.925 1.526 11.716
F -1.580 0.791 -3.976
F -0.274 1.940 -5.284
F 1.889 0.548 9.780
F -0.501 -0.193 -5.569
F 0.430 -4.202 -10.746
F 3.521 1.879 10.291
F -3.914 2.441 3.761
O -1.011 -4.728 9.925
O -1.305 -4.440 -4.875
O -0.562 2.910 3.377
O -2.244 3.498 1.969
O 0.472 -3.098 -4.460
O 1.066 -0.789 -10.469
O 0.638 0.591 -2.487
O 0.864 -3.737 9.131
O 0.154 2.559 9.719
O 1.941 3.952 9.640
O -0.729 -1.988 -9.778
O 1.859 0.307 -4.372
N -2.130 4.646 -4.333
C -0.075 -4.164 -4.475
C -0.431 0.788 -4.643
C 0.022 -4.738 9.318
C -0.735 3.596 9.230
C 0.565 0.415 -9.831
C 0.602 -5.453 -3.950
C 3.041 0.069 -3.575
C 0.748 0.538 -3.675
C 0.993 -3.048 -11.093
C -1.710 3.137 3.106
C 0.543 -5.996 8.580
C -1.705 -3.159 -6.916
C 1.425 2.894 9.853
C 2.214 1.685 10.413
C -0.686 3.701 7.724
C 3.078 -1.373 -3.116
C -1.081 2.299 0.186
C -2.817 3.073 4.188
C -2.048 -3.334 -5.454
C -1.346 3.639 0.816
C 0.504 -2.474 9.740
C 0.880 -2.446 11.204
C 0.889 0.426 -8.357
C 0.322 -1.872 -10.340
H 1.060 -1.729 9.179
H 1.962 0.318 -8.198
H 3.049 0.765 -2.739
H -0.476 4.536 9.714
H -3.091 -3.612 -5.321
H 3.022 -2.044 -3.972
H -1.849 -2.432 -4.879
H -0.494 2.450 -0.718
H -1.882 -4.084 -7.466
H 0.565 1.365 -7.911
H -2.019 1.818 -0.092
H -2.354 5.440 -4.906
H -0.560 -2.298 9.593
H -1.424 4.425 7.382
H -0.302 5.896 -3.609
H 0.297 4.026 7.383
H -0.907 2.740 7.265
H 3.875 0.304 -4.231
H -1.815 5.637 -2.221
H -1.720 3.287 9.573
H 0.313 -3.185 11.769
H -2.325 -2.374 -7.346
H -0.019 3.853 -3.641
H -2.599 3.787 -4.563
H 0.382 -0.385 -7.840
H -0.663 -2.874 -7.044
H -1.584 3.590 -2.339
H -0.507 0.486 -10.009
H 3.992 -1.586 -2.561
H 2.227 -1.587 -2.471
H 1.943 -2.656 11.327
H -1.869 4.294 0.126
H 1.061 1.226 -10.359
H 0.672 -1.460 11.616
H -0.538 1.629 0.857
H -0.430 4.133 1.130

***

(6)
74
Properties=species:S:1:pos:R:3 method="wB97M-V/def2-TZVPD" e_above_lowest_kj_mol=91.64 charge=+1 homo_energy_ha=-0.353 homo_lumo_gap_ev=7.502
I -1.538 4.042 1.099
I -6.032 3.866 -2.953
Sr 0.115 -0.343 -0.339
O -1.289 1.156 0.040
O 1.390 -1.715 -1.909
N 1.524 2.142 1.662
N 2.534 -0.089 -0.882
N 1.067 -0.807 2.407
N 3.661 1.636 0.090
N 0.063 -2.795 0.330
N 0.307 1.623 -2.101
N -1.783 -0.892 1.814
N 3.497 -1.348 -2.625
N -1.374 -0.735 -2.199
C 0.037 -0.839 3.453
C -1.262 -0.189 2.979
C -2.774 -0.454 -1.887
C -0.902 -0.022 -3.379
C 1.802 1.545 2.963
C 0.100 3.972 -2.455
C -4.087 1.630 -2.224
C -1.158 2.457 -3.788
C 4.637 -0.636 -2.532
C -3.677 3.663 -1.016
C 0.612 -3.166 1.626
C 0.631 2.873 -1.802
C 4.758 0.375 -1.641
C -2.273 1.683 -0.602
C 3.637 0.656 -0.797
C -2.653 3.020 -0.369
C 2.172 0.070 2.806
C -3.035 0.998 -1.583
C 3.342 -2.438 -3.561
C -0.814 3.760 -3.478
C -4.403 2.949 -1.955
C 1.620 -2.138 2.136
C 2.418 -1.055 -1.790
C -0.582 1.414 -3.068
H 1.353 2.993 -1.003
H 1.122 -4.141 1.599
H -1.309 -1.727 -2.410
H -1.248 4.586 -4.020
H 2.669 2.058 3.392
H -2.528 -0.339 1.407
H -2.181 -1.782 2.100
H -0.215 -3.254 2.331
H 2.809 1.830 0.685
H 0.741 -2.988 -0.399
H -0.178 -1.869 3.746
H 0.971 1.668 3.670
H 2.396 -2.025 1.377
H -0.739 -3.386 0.132
H 1.333 3.133 1.770
H -3.432 -0.754 -2.718
H 0.391 4.970 -2.171
H -1.070 0.839 2.671
H -1.872 2.250 -4.570
H 2.517 -2.230 -4.244
H 2.603 -0.276 3.759
H -4.676 1.084 -2.947
H -3.916 4.690 -0.792
H 0.686 1.716 1.268
H -1.974 -0.184 3.818
H 5.439 -0.915 -3.202
H 3.104 -3.355 -3.019
H 5.666 0.945 -1.561
H 4.486 2.203 0.173
H 0.387 -0.326 4.355
H -1.630 -0.065 -4.203
H 2.093 -2.552 3.043
H 0.023 -0.502 -3.709
H -3.031 -1.060 -1.009
H 4.261 -2.574 -4.126
H 2.944 0.004 2.037

***

Sequential energy output: -168215.140, -48273.312, -128315.654, -117950.520, -112455.750, -60015.239 eV